Record 1
Density functional theory data (the ωB97M-V functional and the def2-TZVPD basis) for a 2-piece molecular cluster, C3HCl4FO overall at a distorted geometry.

Calculated values
- Calculated total energy: -2130.6369 Ha
- F_max: 2.786 eV/Å
- Relative energy (zero: lowest compared OMol25 entry of this formula, charge and spin): 210.3 kJ/mol
- HOMO energy: -0.364 hartree

Each line ends with the Mulliken charge.
Positions of all 10 atoms, in Å:
C  0.927836  -0.511055  -1.138606  0.01
C  -1.804917  0.885982  0.230124  0.01
C  1.106072  -0.339793  0.301393  0.56
O  1.730520  -0.930118  -1.923799  -0.42
F  -1.706181  1.446686  1.468017  -0.09
Cl  -3.365938  0.287987  -0.010846  -0.05
Cl  2.515283  -1.221403  0.974619  -0.12
Cl  -0.387928  -1.067824  1.002275  -0.09
Cl  1.087153  1.385386  0.373055  -0.05
H  -0.101901  0.064151  -1.276233  0.23

Forces on atoms 1 to 6 (eV/Å):
-1.19 0.92 -2.35
0.68 1.51 0.94
0.59 -1.49 1.74
-0.91 0.10 0.48
-0.82 -0.71 -1.47
-0.75 -0.18 0.36

Record 2
Density functional theory data (the ωB97M-V functional and the def2-TZVPD basis) for C12H24CuNO7P2Si2 as an isolated structure.

Calculated values
- Calculated total energy: -3955.7177 Ha
- F_max: 0.928 eV/Å
- Relative energy (zero: lowest compared OMol25 entry of this formula, charge and spin): 0.0 kJ/mol
- Total charge: -2
- HOMO energy: -0.034 hartree

Each line ends with the Mulliken charge.
Positions of all 49 atoms, in Å:
Cu  -0.756230  -0.170132  0.460132  -0.02
C  3.760339  -2.126593  -0.972405  -1.27
Si  2.069140  -1.325930  -0.634177  0.09
C  1.059807  -2.691845  0.160322  -0.90
C  1.329457  -1.118116  -2.348046  -0.89
C  2.387739  0.159583  0.379534  0.92
C  1.795327  0.278998  1.668371  0.59
C  2.411465  0.992902  2.754846  -0.88
C  1.843761  1.040050  3.997089  -0.40
C  0.639344  0.359364  4.251145  -0.85
C  0.075771  -0.306520  3.187940  -0.34
N  0.587786  -0.335914  1.942085  0.11
Si  3.170246  1.643520  -0.294682  0.12
C  5.057434  1.570836  -0.406767  -1.19
C  2.618757  2.017291  -2.058042  -1.04
C  2.792148  3.216453  0.660687  -1.03
H  3.654308  -3.066982  -1.539110  0.27
H  4.283284  -2.341464  -0.028727  0.30
H  4.401534  -1.446704  -1.558477  0.23
H  1.206644  -3.619206  -0.410577  0.35
H  -0.006881  -2.431940  0.145051  0.24
H  1.350290  -2.863227  1.206149  0.28
H  1.310804  -2.094757  -2.853017  0.34
H  1.906799  -0.425086  -2.969309  0.30
H  0.294242  -0.747668  -2.294559  0.22
H  3.369059  1.467601  2.573669  0.47
H  2.341599  1.577584  4.796256  0.39
H  0.166173  0.360174  5.223964  0.36
H  -0.856392  -0.851945  3.316584  0.39
H  5.374437  0.730825  -1.045279  0.30
H  5.495968  1.413176  0.588750  0.26
H  5.472320  2.500386  -0.826213  0.29
H  3.119407  1.374530  -2.793214  0.29
H  2.839171  3.060888  -2.323180  0.32
H  1.536808  1.840710  -2.151884  0.07
H  3.240282  3.240095  1.661361  0.36
H  1.702333  3.303537  0.779178  0.21
H  3.163673  4.083275  0.100606  0.41
O  -4.049047  -0.005565  -1.493646  -0.61
P  -2.576967  -0.510938  -1.894662  0.68
O  -2.606409  -1.232392  -3.183440  -0.78
O  -1.931724  -1.192572  -0.695822  -0.52
O  -1.783243  0.933805  -2.096713  -0.21
P  -1.751835  2.121546  -0.980954  0.91
O  -1.260828  3.380616  -1.881474  -0.62
O  -3.145060  2.379020  -0.521733  -0.88
O  -0.663336  1.836940  0.022253  -0.44
H  -3.993793  0.863416  -1.017375  0.49
H  -0.320515  3.251074  -2.089088  0.32

Forces on atoms 1 to 6 (eV/Å):
0.29 -0.25 0.32
0.35 -0.10 -0.16
0.16 -0.23 -0.18
-0.16 -0.17 0.31
-0.21 0.17 -0.17
-0.61 0.18 0.67

Record 3
Density functional theory data (the ωB97M-V functional and the def2-TZVPD basis) for a 2-piece molecular cluster, C6H14N2 overall.

Calculated values
- Structure (SMILES): C=CN=C.CCCN
- Calculated total energy: -346.4606 Ha
- F_max: 0.518 eV/Å
- Relative energy (zero: lowest compared OMol25 entry of this formula, charge and spin): 174.9 kJ/mol
- HOMO energy: -0.341 hartree

Each line ends with the Mulliken charge.
Positions of all 22 atoms, in Å:
C  -0.065466  2.469283  -1.501073  0.00
C  -0.121446  2.668480  -2.808261  -0.69
C  1.725733  1.114837  -1.088763  -0.45
N  1.125455  2.186795  -0.804903  -0.37
H  -0.952270  2.593768  -0.890427  0.31
H  0.766660  2.594941  -3.420763  0.27
H  -1.057802  2.936001  -3.271912  0.26
H  2.684248  0.924601  -0.617466  0.33
H  1.320604  0.382428  -1.791793  0.33
C  -0.162495  -1.871906  0.589101  -0.31
C  -0.569658  -1.248774  1.915421  -0.37
C  -0.621725  0.276820  1.815568  -1.02
N  -0.057843  -3.327610  0.716656  -0.67
H  0.839262  -1.522278  0.318041  0.19
H  -0.859951  -1.544947  -0.193441  0.29
H  0.156226  -1.540636  2.674416  0.26
H  -1.555085  -1.630677  2.195781  0.34
H  -1.143590  0.612158  0.923356  0.18
H  0.394367  0.680884  1.781188  0.30
H  -1.100149  0.724501  2.682515  0.36
H  0.216337  -3.747737  -0.165453  0.23
H  -0.961407  -3.730923  0.942217  0.22

Forces on atoms 1 to 6 (eV/Å):
0.03 0.00 0.12
-0.03 -0.06 -0.12
0.10 0.12 0.05
-0.25 0.01 -0.06
0.09 0.03 0.17
0.01 0.03 -0.06

Record 4
Density functional theory data (the ωB97M-V functional and the def2-TZVPD basis) for a 2-piece molecular cluster, C10H16O overall at a distorted geometry.

Calculated values
- Structure (SMILES): Cc1ccc(O)cc1.CCC
- Calculated total energy: -465.8263 Ha
- F_max: 2.229 eV/Å
- Relative energy (zero: lowest compared OMol25 entry of this formula, charge and spin): 187.6 kJ/mol
- HOMO energy: -0.307 hartree

Each line ends with the Mulliken charge.
Positions of all 27 atoms, in Å:
C  1.273082  -0.052129  2.687578  -1.57
C  -1.674222  1.919160  1.333006  -0.66
C  -0.524943  1.569311  2.046322  -0.55
C  -2.358964  0.916907  0.698251  0.60
C  -0.020643  0.278916  2.018571  0.73
C  -1.827498  -0.355082  0.620799  -0.28
C  -0.668539  -0.734290  1.240398  -0.49
O  -3.505997  1.183412  -0.004663  -0.54
H  -2.089530  2.909176  1.515987  0.28
H  0.012329  2.376210  2.526576  0.40
H  -3.904412  2.021535  0.151908  0.30
H  -2.361418  -0.944276  -0.126688  0.39
H  1.498031  -1.099610  2.882547  0.36
H  1.246864  0.421508  3.682718  0.43
H  -0.552276  -1.820721  1.334456  0.31
H  2.195759  0.411105  2.337198  0.29
C  1.227565  -0.668357  -1.632532  0.11
C  2.382455  -0.415682  -2.642461  -1.13
C  0.020594  -1.340425  -2.275462  -1.05
H  1.700795  -1.317971  -0.901045  0.18
H  1.005196  0.313116  -1.225844  0.18
H  2.278049  -0.925040  -3.614494  0.27
H  0.232263  -1.909895  -3.189013  0.39
H  -0.497136  -1.835807  -1.452492  0.16
H  3.292737  -0.862979  -2.260955  0.32
H  2.333160  0.618832  -3.006886  0.29
H  -0.713302  -0.656925  -2.743783  0.27

Forces on atoms 1 to 6 (eV/Å):
0.56 0.75 2.03
0.17 0.00 1.69
0.03 0.00 -0.82
-0.17 1.38 -0.67
0.64 -1.54 -1.09
-1.20 -0.10 -1.64